Density functional theory data (wB97M-V/def2-TZVPD) for one molecule with the formula C5H10INS at a distorted geometry.

Last column: Mulliken charge in e.
Atoms and positions in Å:
C: 0.87017 -1.83492 -0.08968  -0.408
C: -0.69362 -1.88840 0.07704  -0.840
C: -0.46758 0.84476 0.30462  0.512
C: 0.09011 1.99299 1.06953  -0.794
C: -0.86643 1.11660 -1.09009  -1.122
N: 1.46454 -0.68103 -0.77427  -0.459
S: -1.11875 -0.51940 1.16008  -0.126
I: 3.13083 0.20761 -0.03128  0.072
H: 1.08648 -2.17682 0.94862  0.387
H: 1.18030 -2.70390 -0.87292  0.262
H: -1.23423 -1.82415 -0.77981  0.451
H: -0.82287 -2.74342 0.59305  0.449
H: -0.35821 2.15417 2.11652  0.315
H: -0.29757 2.84405 0.64180  0.369
H: 1.25055 1.84345 0.98112  -0.030
H: -1.36169 0.20376 -1.47662  0.279
H: -0.05113 1.36762 -1.62848  0.350
H: -1.80088 1.79705 -1.14923  0.331

## Properties
Spin multiplicity: 1
Orbital gap (spin up / spin down), eV: 8.505 / 6.665
LUMO energy (spin up / spin down), eV: 0.1 / -0.6

---

Density functional theory data (wB97M-V/def2-TZVPD) for C26H24MnN6SSbSe4 as an isolated structure at a distorted geometry.

Last column: Mulliken charge in e.
Atoms and positions in Å:
Mn: -0.46982 0.51460 -1.28800  1.424
C: -0.45147 0.20358 -4.73722  -1.192
C: 0.92084 0.25284 -4.18536  0.710
C: 2.01419 0.23102 -5.06248  -0.884
C: 3.29936 0.30376 -4.58129  -0.631
C: 3.48388 0.37791 -3.20866  -0.895
C: 2.36679 0.38389 -2.39496  0.629
N: 1.10413 0.34359 -2.86097  0.461
C: 2.51672 0.45605 -0.92460  0.740
C: 3.64467 -0.02545 -0.26846  -0.911
C: 3.68269 0.03810 1.11307  -1.005
C: 2.60137 0.57178 1.79517  -0.775
C: 1.50638 1.01821 1.06185  0.149
N: 1.47789 0.96804 -0.26701  -0.245
C: 0.28883 1.56819 1.69292  0.755
C: 0.38187 2.24937 2.89645  -0.911
C: -0.77456 2.80270 3.42413  -0.840
C: -1.94864 2.64733 2.72484  -0.750
C: -1.96686 1.94699 1.51118  0.366
C: -3.23521 1.84031 0.75710  -1.148
N: -0.84996 1.40255 1.00595  1.059
H: -0.45680 -0.24728 -5.72870  0.429
H: -0.85709 1.21624 -4.82893  0.071
H: -1.13500 -0.33780 -4.08253  0.075
H: 1.81582 0.16475 -6.12297  0.439
H: 4.14761 0.30666 -5.25407  0.414
H: 4.47327 0.46041 -2.78327  0.458
H: 4.45548 -0.46951 -0.82740  0.344
H: 4.53504 -0.34938 1.65770  0.389
H: 2.58138 0.59876 2.87494  0.440
H: 1.33989 2.38483 3.37772  0.474
H: -0.74903 3.35773 4.35383  0.427
H: -2.87658 3.06813 3.08866  0.555
H: -4.10299 1.95452 1.40659  0.345
H: -3.29906 0.91359 0.19028  -0.080
H: -3.27604 2.64341 0.01407  0.236
C: 2.71126 -3.40137 0.14917  -0.792
N: 1.72874 -2.92726 1.09930  0.422
C: 1.80626 -3.04626 2.47332  -0.791
C: 0.68818 -2.50331 2.98615  -0.298
N: -0.07855 -2.05316 1.92030  0.596
C: 0.57689 -2.29176 0.73952  -0.255
S: 0.16250 -1.91317 -0.83837  -0.329
C: -1.43745 -1.62781 2.05627  0.425
C: -1.80250 -0.84286 3.14098  -0.248
C: -3.13963 -0.50141 3.24671  -0.703
C: -4.02617 -0.91958 2.26609  -0.386
C: -3.53838 -1.68574 1.21887  -0.625
N: -2.26733 -2.06607 1.13763  -0.334
H: 3.40470 -4.05650 0.67273  0.341
H: 3.24903 -2.56592 -0.29849  0.233
H: 2.21088 -3.94784 -0.64779  0.339
H: 2.64015 -3.52004 2.95873  0.461
H: 0.34547 -2.43188 4.00155  0.528
H: -1.06770 -0.47074 3.84270  0.251
H: -3.47563 0.12033 4.06655  0.373
H: -5.06906 -0.63662 2.29102  0.422
H: -4.17858 -2.00456 0.40557  0.498
Se: -3.43294 1.98882 -5.41104  -0.740
Sb: -3.28542 2.01671 -2.99571  0.662
Se: -2.67521 -0.26293 -2.00359  -0.765
Se: -1.03067 2.78938 -2.12081  -0.686
Se: -5.20779 3.00111 -1.89694  -0.720

## Properties
Charge: -1
Spin multiplicity: 2
Orbital gap (spin up / spin down), eV: 4.951 / 4.967
LUMO energy (spin up / spin down), eV: 1.7 / 1.7

---

Density functional theory data (wB97M-V/def2-TZVPD) for a 3-piece molecular cluster, C21H31F16O8PS overall at a distorted geometry.

Last column: Mulliken charge in e.
Atoms and positions in Å:
C: -2.74662 5.80775 8.04307  -1.623
C: -2.52622 5.07497 6.73655  0.928
C: -3.43993 3.91205 6.47175  -1.400
C: -1.54399 5.47968 5.95775  -0.713
C: -1.47297 5.43535 4.44929  -0.509
C: -2.83010 5.38363 3.72359  -1.543
C: -2.86881 4.33522 2.59518  0.924
C: -4.33959 3.91858 2.35037  -1.761
C: -2.26522 4.89094 1.31206  -1.030
C: -2.35169 3.83991 0.19887  -0.634
O: -1.05984 3.73341 -0.46462  -0.276
S: -0.84886 2.29865 -1.20304  0.677
O: -2.12162 1.80454 -1.62402  -0.512
O: -0.05492 2.71805 -2.59977  -0.262
C: 0.61510 1.54486 -3.04972  -0.411
P: 0.25594 1.27398 -4.82707  0.897
O: 0.42544 2.47110 -5.58149  -0.673
O: -1.22494 0.67730 -4.95688  -0.451
O: 1.25044 0.08480 -5.30594  -0.472
H: -3.80119 5.88946 8.27595  0.414
H: -2.28901 5.21309 8.83887  0.323
H: -2.23759 6.75804 8.00407  0.435
H: -4.27678 4.14336 5.82157  0.374
H: -3.88867 3.63987 7.42405  0.457
H: -2.91290 3.03372 6.12489  0.303
H: -0.68639 5.91293 6.45397  0.391
H: -0.99022 6.35900 4.15303  0.323
H: -0.83772 4.60974 4.11778  0.313
H: -3.66182 5.27890 4.39763  0.655
H: -2.96756 6.34192 3.22344  0.442
H: -2.23778 3.50731 2.91745  0.373
H: -5.00541 4.46862 3.00003  0.545
H: -4.67534 4.13570 1.34111  0.394
H: -4.44881 2.85009 2.50727  0.302
H: -1.22681 5.19134 1.41723  0.362
H: -2.86371 5.73804 0.99138  0.309
H: -2.55665 2.88842 0.67760  0.545
H: -3.09607 4.07959 -0.54488  0.338
H: 0.21436 0.69472 -2.49157  0.347
H: 1.69021 1.63039 -2.94597  0.324
H: -1.12508 -0.25169 -5.22242  0.317
H: 1.14711 -0.68741 -4.72707  0.263
C: 3.16442 -5.42144 -4.00432  -0.531
C: 3.18399 -6.54104 -5.05896  0.685
C: 3.41745 -6.12365 -6.51240  0.117
F: 2.43724 -5.30655 -6.95731  -0.211
F: 3.41645 -7.22825 -7.29390  -0.279
F: 2.04814 -7.26621 -4.95551  -0.283
F: 4.21147 -7.36843 -4.72181  -0.329
O: 1.87940 -4.95251 -3.58940  -0.423
C: 1.29087 -3.96537 -4.35319  0.788
C: -0.03075 -4.42742 -4.96668  0.212
F: 0.16178 -5.49133 -5.76314  -0.211
F: -0.54344 -3.42153 -5.71903  -0.267
F: 2.15340 -3.49615 -5.27247  -0.308
F: 1.03628 -2.91560 -3.51833  -0.306
H: 3.59247 -5.86222 -3.10554  0.423
H: 3.82963 -4.59938 -4.26007  0.327
H: 4.38324 -5.62152 -6.62323  0.300
H: -0.74361 -4.69411 -4.18254  0.258
C: 2.77176 -2.73289 -0.40688  -0.947
C: 3.63257 -3.97808 -0.13498  0.980
C: 2.87123 -5.29633 -0.05752  0.417
F: 1.98132 -5.29152 0.95721  -0.244
F: 3.73139 -6.32051 0.17000  -0.290
F: 4.37180 -3.78458 0.97615  -0.287
F: 4.51504 -4.09466 -1.17309  -0.305
O: 2.40847 -1.93853 0.70760  -0.431
C: 1.29013 -2.27122 1.44696  0.812
C: 1.65549 -2.61115 2.89139  0.166
F: 2.50455 -3.65927 2.93200  -0.221
F: 0.53545 -2.95325 3.56906  -0.257
F: 0.59244 -3.25763 0.84992  -0.273
F: 0.48670 -1.18466 1.45342  -0.294
H: 3.39566 -2.07218 -1.00777  0.503
H: 1.91086 -2.96831 -1.03263  0.453
H: 2.34380 -5.49666 -0.99605  0.003
H: 2.12600 -1.75362 3.37757  0.248

## Properties
Spin multiplicity: 1
Orbital gap, eV: 8.428
LUMO energy, eV: 0.0

---

Among the records above, which one has the highest spin multiplicity? C26H24MnN6SSbSe4

---

Among the records above, which one has the highest spin multiplicity? C26H24MnN6SSbSe4